# 1
{
  "formula": "C29H28BF4MnN15O",
  "method": "ωB97M-V with the def2-TZVPD basis set",
  "de_lowest_kcal_mol": 111.0,
  "total_charge": 4,
  "spin_multiplicity": 6,
  "homo_energy_ev": [-18.46, -18.79],
  "gap_ha": [0.264, 0.183],
  "mol_weight_g_mol": 744.4,
  "fmax_ha_per_bohr": 0.00428,
  "elements": ["N", "C", "N", "H", "H", "H", "H", "C", "H", "O", "N", "C", "C", "F", "C", "H", "H", "C", "C", "H", "N", "H", "C", "C", "C", "H", "C", "C", "H", "N", "N", "C", "H", "N", "N", "C", "C", "N", "H", "N", "H", "F", "H", "N", "C", "C", "H", "H", "H", "C", "C", "Mn", "B", "C", "H", "N", "H", "C", "C", "C", "N", "F", "H", "F", "H", "C", "C", "H", "N", "H", "C", "H", "C", "H", "C", "H", "H", "C", "N"],
  "positions_angstrom": [[1.361, -2.024, -4.725], [1.516, 2.215, -3.851], [-0.877, 0.938, 6.612], [-3.731, -1.550, -3.496], [2.958, 0.248, 3.009], [2.048, -2.473, 0.789], [-1.902, 1.907, 5.067], [2.028, 0.735, -2.411], [-4.307, -0.451, -1.924], [1.414, -0.397, 1.836], [-1.217, 2.349, -1.911], [0.755, 4.314, -0.506], [2.629, 2.095, -2.820], [3.909, 2.039, -3.251], [-1.514, 0.904, 5.245], [-0.102, 1.607, 6.671], [-2.357, 0.218, 5.317], [0.533, 3.174, 0.335], [-0.046, 5.444, -0.263], [-0.153, -0.523, 4.316], [-2.455, -0.373, -0.890], [2.247, 0.627, -0.174], [-2.885, 1.368, 0.340], [-4.007, 1.157, -0.437], [1.465, 4.020, -1.718], [5.496, -1.518, 1.844], [-0.324, 1.811, -2.392], [-1.414, -3.683, 0.032], [0.308, 1.163, 4.073], [-0.175, -0.790, -1.895], [0.589, -0.304, -0.862], [-0.739, -2.759, 1.900], [2.547, -0.022, -3.009], [0.304, 2.166, 0.852], [-1.094, -3.428, -2.905], [0.759, -1.257, -4.120], [-1.133, -3.971, 1.356], [-1.953, 0.438, 0.082], [-0.988, -0.160, -3.747], [3.408, -1.475, 2.040], [-1.748, -4.343, -0.748], [3.057, 2.753, -0.571], [-1.202, -4.928, 1.843], [-1.193, -2.377, -0.191], [2.584, -0.509, 2.315], [0.005, -0.294, -3.315], [-3.384, -3.625, -5.261], [3.203, -3.517, 1.656], [-1.053, -4.861, -4.396], [-3.691, 0.048, -1.199], [4.752, -1.522, 2.638], [-0.249, 0.054, 0.979], [-1.467, -1.458, -1.420], [0.707, 1.069, -3.145], [-1.566, 1.228, 7.318], [-1.226, 0.494, 2.819], [-4.915, 1.734, -0.465], [3.074, -2.572, 1.131], [-1.558, -4.008, -3.965], [-2.949, -2.291, -3.479], [-0.793, -1.799, 0.970], [0.120, 3.683, -5.087], [4.853, -2.437, 3.219], [0.280, 5.518, -3.125], [-2.699, 2.179, 1.026], [-2.752, -3.371, -4.421], [0.964, 4.408, -3.051], [3.759, -2.553, 0.283], [-1.986, -2.339, -2.604], [-0.523, 0.023, 6.909], [2.439, 3.065, -1.704], [-1.586, 1.435, 2.667], [-0.540, 0.480, 4.134], [-0.403, -2.540, 2.900], [1.698, 0.312, -1.048], [4.906, -0.660, 3.282], [-2.047, -0.113, 2.844], [0.938, 3.492, -4.074], [-0.716, 6.364, -0.069]],
  "forces_ev_per_angstrom": [[0.004, -0.030, -0.011], [-0.004, 0.059, -0.002], [0.008, 0.001, 0.015], [-0.005, 0.000, 0.001], [0.001, 0.002, -0.006], [0.009, 0.004, -0.005], [-0.001, -0.005, -0.001], [0.007, 0.014, -0.048], [-0.001, -0.008, 0.006], [-0.145, -0.035, 0.161], [0.006, 0.107, -0.035], [-0.073, -0.016, 0.128], [-0.031, 0.029, 0.030], [0.013, -0.001, 0.005], [-0.003, 0.001, -0.016], [-0.004, -0.006, 0.003], [0.004, 0.002, 0.001], [0.065, -0.022, -0.050], [0.050, 0.020, -0.159], [-0.007, 0.001, -0.005], [-0.046, -0.028, -0.046], [-0.014, -0.008, -0.003], [-0.014, 0.022, -0.011], [0.029, 0.002, 0.004], [0.023, -0.038, -0.103], [-0.005, 0.000, -0.003], [0.004, -0.186, 0.067], [0.016, 0.005, 0.031], [-0.002, -0.001, 0.009], [-0.003, 0.009, -0.033], [0.035, -0.009, 0.015], [-0.049, -0.031, -0.011], [0.001, -0.009, 0.016], [-0.046, -0.019, 0.016], [-0.052, 0.023, -0.010], [0.005, 0.050, 0.011], [0.020, 0.017, -0.001], [-0.034, -0.014, -0.010], [0.007, 0.000, 0.008], [-0.020, 0.033, 0.006], [-0.001, -0.001, -0.011], [0.010, 0.004, 0.009], [-0.005, -0.003, 0.003], [-0.033, 0.002, -0.058], [0.100, 0.013, -0.090], [-0.012, -0.055, 0.009], [-0.003, 0.007, -0.011], [-0.004, 0.002, 0.003], [-0.003, -0.006, 0.000], [-0.002, 0.017, 0.010], [0.017, -0.004, 0.016], [0.072, 0.087, -0.043], [0.043, 0.012, 0.066], [-0.051, 0.070, -0.043], [0.005, -0.002, -0.006], [0.036, 0.046, 0.053], [-0.004, 0.005, 0.002], [-0.012, -0.010, -0.020], [0.031, -0.043, -0.035], [0.053, -0.067, -0.031], [0.030, -0.023, -0.028], [0.002, 0.019, 0.023], [0.001, 0.004, -0.001], [-0.003, -0.005, -0.016], [0.005, -0.009, 0.010], [-0.010, 0.049, 0.069], [0.011, 0.004, 0.091], [-0.001, -0.003, 0.002], [-0.025, 0.037, 0.012], [0.000, 0.008, 0.000], [-0.002, 0.016, 0.002], [-0.019, -0.015, -0.017], [-0.016, 0.016, 0.017], [0.010, 0.001, 0.002], [0.018, -0.012, -0.012], [0.001, 0.000, 0.001], [0.017, -0.023, -0.005], [0.032, -0.073, -0.030], [-0.034, -0.004, 0.096]]
}


# 2
{
  "formula": "C29H28F2NO",
  "method": "ωB97M-V with the def2-TZVPD basis set",
  "de_lowest_kcal_mol": 14.5,
  "total_charge": 1,
  "homo_energy_ev": -10.03,
  "gap_ha": 0.148,
  "mol_weight_g_mol": 444.5,
  "fmax_ha_per_bohr": 0.04724,
  "elements": ["H", "H", "C", "C", "F", "C", "C", "H", "C", "H", "H", "C", "C", "H", "H", "H", "C", "H", "H", "C", "H", "C", "H", "H", "C", "C", "C", "C", "H", "H", "C", "C", "F", "H", "H", "C", "C", "C", "H", "C", "N", "H", "H", "C", "C", "C", "H", "C", "H", "C", "C", "C", "C", "H", "H", "O", "H", "C", "H", "H", "H"],
  "positions_angstrom": [[-1.852, 0.342, 5.412], [-1.449, 4.548, 3.083], [-3.370, 0.813, -5.337], [1.049, -2.955, -0.259], [-1.052, -5.053, -2.340], [-4.362, 1.169, -6.384], [-1.458, 0.116, -3.297], [-1.975, -2.610, -2.668], [-0.601, -0.217, -2.198], [-1.308, -1.780, -4.387], [1.690, -5.332, 0.411], [4.292, -0.795, 0.945], [-2.929, 1.755, -4.393], [-0.142, 0.611, -1.669], [-1.731, 2.176, -2.645], [1.155, -0.793, -0.275], [-1.410, 2.579, 4.002], [0.681, 4.422, 1.902], [1.803, -3.068, 0.523], [0.676, -1.694, -0.688], [-4.007, 0.921, -7.395], [-0.833, 0.367, 5.018], [-1.981, 2.756, 4.924], [-5.334, 0.674, -6.236], [-0.438, 1.466, 4.248], [-2.014, 1.436, -3.405], [-1.051, -2.698, -2.089], [0.978, -5.469, -0.410], [3.410, -1.458, 0.807], [1.371, 3.638, -0.019], [0.492, -4.124, -0.807], [-0.712, 3.885, 3.546], [-3.296, -1.442, -6.062], [-4.526, 2.253, -6.335], [4.828, -1.059, 1.879], [-1.807, -0.807, -4.337], [1.372, -0.609, 4.824], [0.046, -0.690, 5.282], [1.501, -5.974, -1.233], [0.840, 1.463, 3.628], [2.597, 0.859, 1.446], [4.985, -0.919, 0.099], [2.086, -1.410, 5.026], [1.779, 0.505, 4.074], [-0.534, -3.936, -1.733], [-2.806, -0.461, -5.237], [-0.365, 4.393, 4.459], [-0.335, -1.515, -1.695], [2.762, 2.507, -0.545], [0.378, 3.617, 2.571], [1.054, 2.428, 2.527], [3.888, 0.673, 0.980], [2.017, 2.798, 0.194], [0.168, -6.124, -0.064], [2.183, 0.046, 1.889], [4.602, 1.605, 0.620], [2.840, 0.612, 3.811], [1.927, 2.095, 1.383], [-0.300, -1.567, 5.840], [-3.334, 2.763, -4.449], [-2.140, 2.268, 3.237]],
  "forces_ev_per_angstrom": [[0.334, 0.014, -0.051], [0.081, 0.014, 0.112], [0.412, -0.137, 0.525], [-0.027, 0.249, 0.072], [0.235, 1.050, 0.822], [-0.309, 0.508, -0.292], [-0.071, 0.330, -0.800], [0.494, -0.321, 0.178], [-0.739, -0.507, -0.352], [-0.393, 0.449, -0.225], [-0.133, -0.244, -0.175], [0.288, -0.038, -0.025], [0.159, 0.023, 0.153], [0.046, 0.101, 0.092], [-0.168, -0.265, -0.422], [-0.104, -0.459, -0.217], [-0.187, 0.436, -0.482], [-0.272, -0.259, -0.072], [-0.177, 0.086, -0.279], [-0.085, 0.488, -0.308], [-0.071, -0.066, 0.352], [0.430, -0.057, 0.224], [0.104, 0.001, -0.270], [0.367, -0.002, 0.007], [0.415, -0.857, -0.192], [0.428, -0.339, 0.537], [0.519, 0.033, -0.202], [0.325, -0.211, 0.445], [0.629, 0.394, 0.172], [0.244, 0.169, 0.224], [-0.024, 0.694, -0.206], [-0.484, -0.400, 0.742], [0.711, 1.000, 0.532], [-0.074, -0.323, -0.142], [-0.319, 0.079, -0.513], [-0.421, 0.062, 0.413], [-0.367, 0.423, 0.130], [0.157, 0.053, -0.341], [-0.241, 0.144, 0.097], [-0.703, -0.496, 0.681], [1.287, -0.520, -0.491], [-0.230, -0.073, 0.375], [-0.203, 0.360, 0.153], [-0.100, -0.243, -0.123], [-0.860, -0.332, -0.957], [0.075, -1.228, -0.160], [0.221, 0.076, -0.321], [-0.045, -0.677, 0.702], [-0.346, 0.053, 0.172], [1.112, -1.005, -0.144], [-0.568, 1.611, 0.241], [0.174, 0.910, -0.230], [-0.255, -1.100, 1.856], [0.113, 0.175, -0.212], [-0.163, 0.578, -0.009], [-0.669, -1.526, 0.341], [-0.616, -0.139, 0.063], [-0.377, 1.019, -2.173], [0.179, 0.391, -0.211], [0.100, -0.196, 0.074], [0.166, 0.047, 0.110]]
}